Formula: C19H26N2O2
Source: the OMol25 dataset
Level of theory: ωB97M-V/def2-TZVPD

Results
E (a.u.): -999.6257
Structure (SMILES): C=C(C)CNC(=O)[C@H]1CCC(=O)N(CCCc2ccccc2)C1
ΔE to the lowest compared entry with this formula, charge and spin (kJ/mol): 101.1
HOMO (eV): -8.7
HOMO-LUMO gap (eV): 9.260

Atoms and positions in Å:
C  -5.7739  3.0802  -1.1124
C  -4.6021  2.7678  -1.6412
C  -4.4383  2.2611  -3.0392
C  -3.3211  2.8906  -0.8554
N  -2.7200  1.5922  -0.6164
C  -1.5570  1.2104  -1.1867
O  -0.8939  1.9424  -1.8893
C  -1.1168  -0.2038  -0.8132
C  -0.3315  -0.8618  -1.9554
C  0.9143  -1.5980  -1.4470
C  0.6809  -2.2736  -0.1136
O  0.9249  -3.4442  0.1062
N  0.1881  -1.4340  0.8290
C  -0.1023  -1.9469  2.1534
C  1.1542  -2.3355  2.9357
C  2.0814  -1.1572  3.2472
C  2.7648  -0.5861  2.0355
C  3.5576  -1.3894  1.2230
C  4.1914  -0.8632  0.1128
C  4.0552  0.4804  -0.1982
C  3.2850  1.2939  0.6135
C  2.6456  0.7615  1.7212
C  -0.2162  -0.1097  0.4308
H  -6.6899  2.9949  -1.6715
H  -5.8651  3.4491  -0.1045
H  -3.8980  1.3151  -3.0395
H  -3.8496  2.9687  -3.6217
H  -5.4010  2.1204  -3.5223
H  -2.5816  3.4626  -1.4231
H  -3.5050  3.3860  0.1030
H  -3.2670  0.9288  -0.0910
H  -1.9918  -0.8091  -0.5540
H  -0.0226  -0.0845  -2.6575
H  -0.9784  -1.5613  -2.4867
H  1.7339  -0.8888  -1.3096
H  1.2337  -2.3513  -2.1665
H  -0.7235  -2.8449  2.0500
H  -0.6667  -1.1885  2.7007
H  0.8307  -2.7889  3.8753
H  1.6869  -3.0925  2.3621
H  1.5136  -0.3709  3.7514
H  2.8493  -1.5084  3.9431
H  3.6779  -2.4365  1.4570
H  4.7962  -1.5035  -0.5125
H  4.5499  0.8911  -1.0660
H  3.1767  2.3439  0.3829
H  2.0474  1.4056  2.3517
H  -0.7522  0.3643  1.2562
H  0.6553  0.5094  0.1896

***

Formula: C19H26N2O3S
Source: the OMol25 dataset
Level of theory: ωB97M-V/def2-TZVPD

Results
E (a.u.): -1472.2400
ΔE to the lowest compared entry with this formula, charge and spin (kJ/mol): 2198.7
HOMO (eV): -7.3
HOMO-LUMO gap (eV): 7.387

Atoms and positions in Å:
C  6.1216  1.8277  0.8960
C  5.6991  1.5460  -0.5993
H  5.3554  2.5724  -1.0958
H  6.3996  1.1024  -1.2399
O  4.5608  0.3908  -0.7708
C  3.2263  0.7886  -0.1503
C  2.7317  2.0075  0.3161
C  1.4843  2.3416  0.4163
C  0.5726  1.2783  0.5141
C  1.1150  -0.0650  0.2361
C  2.3219  -0.0179  -0.1465
O  2.8024  -1.3137  -0.6544
C  2.0952  -2.7290  -0.7136
C  2.9324  -3.6197  -1.0766
H  3.2865  -3.4904  -2.2300
H  3.6817  -3.9093  -0.3218
H  2.3426  -4.7709  -1.1143
H  1.1860  -2.4218  -1.1946
H  1.7874  -2.6704  0.3381
H  0.3684  -0.8112  0.3710
C  -0.8161  1.5363  0.9506
O  -1.3831  2.7428  1.0981
N  -1.4442  0.6125  1.6571
H  -1.0464  -0.3444  1.8536
C  -2.8196  0.7854  1.7492
H  -2.9193  0.0453  2.8793
H  -2.9640  1.4897  2.2086
C  -3.8154  0.3660  0.8779
C  -3.5097  0.6452  -0.3393
C  -2.3479  0.2761  -1.1687
C  -2.3014  1.1529  -2.4999
C  -3.3396  1.9285  -2.6951
S  -4.3201  1.9809  -1.1864
H  -3.5175  2.5116  -3.3931
H  -1.5787  0.8250  -3.1851
H  -1.6221  -0.2395  -0.9479
N  -4.1940  -1.1989  0.8391
C  -5.3970  -1.4891  0.4847
H  -6.2101  -0.7671  0.4873
H  -5.8440  -2.3897  0.5552
H  -5.1296  -1.5291  -0.7040
C  -3.3159  -2.1039  1.0129
H  -2.4235  -2.0121  1.4473
H  -3.6152  -3.3013  1.0671
H  -2.9488  -2.1552  -0.3451
H  -4.6161  0.6801  1.1548
H  1.2282  3.1944  0.8426
H  3.6097  2.8426  0.1546
H  5.3128  2.3162  1.3465
H  6.3059  0.9693  1.3004
H  6.9120  2.5933  0.7180

***

Formula: C19H26N2O4
Source: the OMol25 dataset
Level of theory: ωB97M-V/def2-TZVPD

Results
E (a.u.): -1149.5799
ΔE to the lowest compared entry with this formula, charge and spin (kJ/mol): 1475.3
HOMO (eV): -8.2
HOMO-LUMO gap (eV): 8.739

Atoms and positions in Å:
C  -1.2760  6.1317  3.3452
C  0.1167  5.7457  2.5537
C  0.1322  4.3121  1.9479
H  1.0583  4.3592  1.3270
H  -0.5534  4.5115  1.1301
C  -0.0044  3.4365  2.9338
N  0.1232  2.2146  2.2874
C  1.6015  1.4422  2.2600
O  1.6646  0.4184  1.6654
C  2.6797  2.0884  2.8355
H  3.5093  1.4265  2.8552
H  2.9048  3.1238  2.6798
H  2.6592  2.1987  3.8256
C  -0.8683  1.3541  1.6936
C  -1.2246  0.1678  2.3171
C  -1.4566  -0.8274  1.2453
O  -1.8158  -1.9498  1.1758
N  -0.8187  -0.3079  0.0854
C  -0.3058  0.7908  0.2789
O  0.0264  1.6366  -0.5406
C  -0.3749  -1.1072  -1.0203
C  -0.9154  -0.5849  -2.1767
C  -0.5543  -1.4497  -3.3424
C  -0.1203  -2.6395  -3.2537
C  0.5702  -3.2853  -1.8977
C  0.0982  -2.4840  -0.9604
H  0.3437  -2.6893  -0.1024
H  0.7939  -4.2765  -1.8110
O  0.1687  -3.2252  -4.4829
C  0.6787  -4.6486  -4.5443
C  -0.3100  -5.7421  -4.0606
C  0.3246  -7.0526  -4.1348
H  0.9578  -7.2409  -3.3880
H  -0.5607  -7.6989  -3.9969
H  0.6128  -7.2710  -5.1496
H  -1.2069  -5.7235  -4.7496
H  -0.6012  -5.4623  -3.1653
H  0.8327  -4.8144  -5.5118
H  1.5797  -4.7701  -3.7633
H  -0.8042  -0.9891  -4.2546
H  -1.3226  0.3508  -2.5349
H  -2.6034  0.3449  2.8442
H  -0.7177  -0.0608  3.1433
H  -1.6202  2.2935  1.4077
H  0.8386  3.5298  3.8827
H  -0.9334  3.2158  3.2924
H  0.9115  5.9182  3.2226
H  0.2552  6.6134  1.6943
H  -1.9427  5.9898  2.7682
H  -1.2311  7.2493  3.8979
H  -1.2998  5.4370  4.2459

***

Formula: C19H26N2O4
Source: the OMol25 dataset
Level of theory: ωB97M-V/def2-TZVPD

Results
E (a.u.): -1150.0367
Structure (SMILES): CCCOc1ccc(C(=O)NC[C@@H](c2ccco2)N(C)C)cc1OC
ΔE to the lowest compared entry with this formula, charge and spin (kJ/mol): 276.0
HOMO (eV): -8.0
HOMO-LUMO gap (eV): 8.684

Atoms and positions in Å:
C  -6.1741  -1.9926  -0.6452
C  -6.8098  -0.8985  0.2039
C  -5.8911  -0.3634  1.3076
O  -4.8490  0.4433  0.7979
C  -3.6411  -0.0755  0.4655
C  -3.1830  -1.3550  0.7371
C  -1.9076  -1.7433  0.3633
C  -1.0547  -0.8579  -0.2744
C  0.3017  -1.3381  -0.6511
O  0.5479  -2.5132  -0.8521
N  1.2419  -0.3643  -0.7832
C  2.6347  -0.6752  -0.9801
C  3.4488  -0.2392  0.2499
C  4.9114  -0.5121  0.0699
C  5.7616  -0.3328  -0.9838
C  7.0430  -0.7364  -0.5353
C  6.8793  -1.1264  0.7562
O  5.5968  -0.9922  1.1313
N  3.1320  1.1557  0.5832
C  3.4729  1.4774  1.9549
C  3.6914  2.1328  -0.3304
C  -1.5051  0.4332  -0.5614
C  -2.7799  0.8283  -0.2060
O  -3.3142  2.0582  -0.4545
C  -2.5228  3.0096  -1.1184
H  -5.9111  -2.8534  -0.0340
H  -6.8726  -2.3210  -1.4114
H  -5.2750  -1.6286  -1.1363
H  -7.7154  -1.2823  0.6785
H  -7.0904  -0.0590  -0.4347
H  -6.4659  0.3106  1.9516
H  -5.5082  -1.1815  1.9255
H  -3.8148  -2.0712  1.2366
H  -1.5604  -2.7443  0.5657
H  1.0757  0.5470  -0.3835
H  2.7154  -1.7555  -1.1198
H  3.0000  -0.1774  -1.8831
H  3.1059  -0.8366  1.1029
H  5.5148  0.0318  -1.9595
H  7.9527  -0.7339  -1.0996
H  7.5676  -1.5030  1.4864
H  2.9680  0.7827  2.6245
H  3.1237  2.4859  2.1745
H  4.5533  1.4334  2.1522
H  3.2767  3.1097  -0.0820
H  4.7872  2.1971  -0.2750
H  3.4078  1.8897  -1.3512
H  -0.8632  1.1116  -1.1002
H  -3.1454  3.8987  -1.2054
H  -1.6210  3.2559  -0.5470
H  -2.2365  2.6711  -2.1202

***

Formula: C19H26N2O5S
Source: the OMol25 dataset
Level of theory: ωB97M-V/def2-TZVPD

Results
E (a.u.): -1623.5016
Structure (SMILES): O=C(C1CCN(S(=O)(=O)c2ccccc2)CC1)N1CCC2(CC1)OCCO2
ΔE to the lowest compared entry with this formula, charge and spin (kJ/mol): 171.3
HOMO (eV): -9.0
HOMO-LUMO gap (eV): 9.660

Atoms and positions in Å:
O  0.7512  3.5314  0.9221
C  0.7971  2.3224  0.7728
C  -0.1735  1.5985  -0.1530
C  0.3925  1.6203  -1.5791
C  -0.4902  0.7424  -2.4776
N  -1.8711  0.7380  -2.0412
S  -2.3584  -0.6652  -1.2640
O  -1.2559  -1.3417  -0.6285
O  -3.5164  -0.3648  -0.4765
C  -2.8547  -1.6307  -2.6888
C  -3.9614  -1.2161  -3.4043
C  -4.3504  -1.9312  -4.5240
C  -3.6279  -3.0486  -4.9151
C  -2.5205  -3.4567  -4.1893
C  -2.1298  -2.7428  -3.0674
C  -2.3042  1.9857  -1.4434
C  -1.5359  2.3044  -0.1526
N  1.7436  1.5703  1.3795
C  1.8339  0.1223  1.3106
C  3.1967  -0.3512  1.8007
C  3.4367  0.0256  3.2736
C  2.7763  1.3814  3.5829
C  2.6374  2.2205  2.3223
O  4.8405  0.0587  3.4925
C  5.1281  -0.6967  4.6473
C  3.9688  -1.6937  4.6917
O  2.9014  -0.9444  4.1585
H  -0.3111  0.5637  0.1600
H  0.3975  2.6525  -1.9336
H  1.4196  1.2536  -1.6003
H  -0.1504  -0.2941  -2.4467
H  -0.4528  1.0903  -3.5169
H  -4.5038  -0.3477  -3.0669
H  -5.2150  -1.6207  -5.0908
H  -3.9326  -3.6060  -5.7884
H  -1.9636  -4.3297  -4.4947
H  -1.2793  -3.0370  -2.4727
H  -3.3693  1.8840  -1.2388
H  -2.1610  2.7661  -2.1956
H  -1.3752  3.3804  -0.0623
H  -2.1106  1.9669  0.7103
H  1.6976  -0.2147  0.2811
H  1.0542  -0.3417  1.9284
H  3.2582  -1.4353  1.7012
H  3.9959  0.0947  1.2084
H  3.3810  1.9104  4.3195
H  1.7944  1.1835  4.0140
H  3.6224  2.3749  1.8674
H  2.2067  3.1986  2.5484
H  5.1269  -0.0540  5.5381
H  6.1071  -1.1583  4.5225
H  4.1801  -2.5694  4.0628
H  3.6959  -2.0141  5.6963

***

Formula: C19H26N3O2S2Si2Zn
Source: the OMol25 dataset
Level of theory: ωB97M-V/def2-TZVPD

Results
E (a.u.): -4209.0192
ΔE to the lowest compared entry with this formula, charge and spin (kJ/mol): 0.0
Total charge: -1
HOMO (eV): -3.1
HOMO-LUMO gap (eV): 5.306

Atoms and positions in Å:
Zn  -0.2150  -0.2660  -0.2187
O  2.5195  -0.5617  0.4523
N  2.6824  -0.7582  1.7748
N  1.6597  -0.3870  2.4313
O  0.5348  -0.0615  1.9904
C  1.8377  -0.3537  3.8754
C  0.6932  -0.2266  4.6435
C  0.8237  -0.1982  6.0236
C  2.0766  -0.2942  6.6114
C  3.2111  -0.4147  5.8193
C  3.1022  -0.4424  4.4381
H  -0.2652  -0.1515  4.1524
H  -0.0605  -0.0999  6.6397
H  2.1720  -0.2702  7.6894
H  4.1894  -0.4783  6.2779
H  3.9719  -0.5212  3.8056
C  -3.8890  -0.8072  -1.1999
Si  -2.6265  -0.1126  0.0598
C  -3.3688  -0.6177  1.7540
C  -2.8601  1.7944  0.0007
C  -4.1310  2.3418  0.2038
C  -4.3565  3.7085  0.2086
C  -3.2890  4.5729  0.0054
C  -2.0228  4.0498  -0.2029
C  -1.7741  2.6720  -0.2156
Si  0.0311  2.0796  -0.5649
C  0.4234  2.9003  -2.2431
C  1.0899  3.0408  0.6994
H  -4.9222  -0.6013  -0.9035
H  -3.7759  -1.8894  -1.2947
H  -3.7292  -0.3722  -2.1890
H  -4.4350  -0.3835  1.8407
H  -2.8441  -0.0997  2.5608
H  -3.2440  -1.6908  1.9180
H  -4.9738  1.6759  0.3691
H  -5.3552  4.0994  0.3716
H  -3.4444  5.6462  0.0061
H  -1.1995  4.7395  -0.3687
H  0.4171  3.9927  -2.1823
H  -0.3145  2.6014  -2.9905
H  1.4068  2.5895  -2.6048
H  1.0247  4.1228  0.5473
H  2.1416  2.7545  0.6116
H  0.7655  2.8196  1.7181
S  0.7122  -2.4352  -0.2048
C  2.4165  -1.9694  -0.3461
N  3.3687  -2.8596  0.1720
C  4.7023  -2.3562  -0.1119
C  4.6946  -2.1291  -1.6201
S  3.0236  -1.4917  -1.9739
H  3.1820  -3.0868  1.1399
H  5.4562  -3.0857  0.1885
H  4.8980  -1.4082  0.4034
H  4.8298  -3.0718  -2.1500
H  5.4589  -1.4205  -1.9335

***

Formula: C19H26NO8P
Source: the OMol25 dataset
Level of theory: ωB97M-V/def2-TZVPD

Results
E (a.u.): -1737.5556
Structure (SMILES): C=Cc1cccc2c1C(=O)N(P(C)CC)C2=O.COC(=O)OC.COC(=O)OC
ΔE to the lowest compared entry with this formula, charge and spin (kJ/mol): 0.0
HOMO (eV): -8.1
HOMO-LUMO gap (eV): 7.479

Atoms and positions in Å:
C  3.7265  0.7534  1.6544
C  4.3874  0.7696  0.4472
C  4.0293  -0.0854  -0.7004
C  4.8993  -1.0308  -1.2598
C  4.5358  -1.7946  -2.3631
C  3.2930  -1.6311  -2.9599
C  2.4341  -0.7112  -2.3978
C  2.7726  0.0470  -1.2874
C  1.6059  0.9314  -0.9488
O  1.4626  1.6905  -0.0263
N  0.6521  0.7422  -1.9793
P  -1.0706  0.6559  -1.5703
C  -1.5214  2.2895  -0.8863
C  -1.2777  -0.4485  -0.1055
C  -2.6688  -1.1118  -0.2553
C  1.0634  -0.3328  -2.8349
O  0.4137  -0.7871  -3.7316
H  3.8142  -0.1136  2.3079
H  3.0992  1.5739  1.9841
H  5.2520  1.4220  0.3053
H  5.8776  -1.1853  -0.8251
H  5.2170  -2.5284  -2.7734
H  2.9776  -2.1852  -3.8336
H  -0.8964  2.5700  -0.0421
H  -2.5744  2.2187  -0.6123
H  -1.4490  3.0081  -1.7015
H  -0.5145  -1.2234  -0.0595
H  -1.3068  0.1380  0.8136
H  -2.5936  -2.1573  -0.5486
H  -3.2210  -1.0724  0.6834
H  -3.2907  -0.6118  -0.9990
C  1.7110  3.3547  3.8092
O  2.7407  3.1993  4.7882
C  2.3140  3.2735  6.0473
O  1.1778  3.4530  6.3990
O  3.3640  3.1137  6.8525
C  3.0480  3.1713  8.2456
H  2.1866  3.2751  2.8370
H  0.9645  2.5684  3.9078
H  1.2376  4.3307  3.8958
H  2.3518  2.3794  8.5147
H  2.6277  4.1411  8.5044
H  3.9852  3.0277  8.7748
C  -7.4358  -4.6193  -4.0580
O  -6.4864  -3.7513  -4.6800
C  -5.5704  -3.2559  -3.8469
O  -5.4990  -3.4833  -2.6668
O  -4.7542  -2.4708  -4.5432
C  -3.7151  -1.8694  -3.7640
H  -8.1110  -4.9432  -4.8445
H  -6.9390  -5.4851  -3.6244
H  -7.9971  -4.0889  -3.2911
H  -3.0738  -2.6292  -3.3217
H  -4.1336  -1.2305  -2.9908
H  -3.1217  -1.2604  -4.4390

***

Formula: C19H27BClFI2NO12S
Source: the OMol25 dataset
Level of theory: ωB97M-V/def2-TZVPD

Results
E (a.u.): -3276.6356
Total charge: -1
HOMO (eV): -6.9
HOMO-LUMO gap (eV): 8.459

Atoms and positions in Å:
C  -1.2078  3.4568  -0.2087
C  -1.1930  3.5252  -1.7373
C  -0.6616  2.2616  -2.3974
C  0.8652  2.1545  -2.2392
O  1.3192  0.8439  -1.9283
C  0.9581  0.4088  -0.6854
O  -0.0486  -0.6121  -0.9226
S  -0.8487  -1.0155  0.3726
O  -1.7442  -2.0679  0.0469
O  -1.3741  0.1743  0.9570
C  0.4827  -1.7230  1.3845
I  1.0242  -3.5578  0.3080
C  -0.0060  -2.1827  2.7840
N  -1.0686  -1.3864  3.3645
C  1.7197  -0.7439  1.4375
Cl  3.1198  -1.6381  2.1353
C  1.3118  0.4496  2.3486
C  1.8498  0.5157  3.7833
C  3.2263  1.1600  3.8855
I  3.8022  1.2942  5.9457
C  2.1267  -0.2461  0.0405
C  3.3750  0.6633  0.1573
F  3.1167  1.9676  -0.2535
C  4.5901  0.1285  -0.5851
C  5.8977  0.5635  0.0869
H  -1.8928  4.1824  0.2246
H  -1.5381  2.4705  0.1266
H  -0.2092  3.6145  0.2027
H  -0.5915  4.3868  -2.0427
H  -2.2049  3.7208  -2.0922
H  -0.8819  2.3289  -3.4627
H  -1.1626  1.3716  -2.0192
H  1.2036  2.8660  -1.4861
H  1.3585  2.4289  -3.1675
H  0.4782  1.1908  -0.0933
H  0.8576  -2.2478  3.4443
H  -0.3607  -3.2028  2.6694
H  -1.8878  -1.9249  3.5863
H  -0.7783  -0.8471  4.1634
H  1.5695  1.3943  1.8651
H  0.2265  0.4576  2.4192
H  1.1661  1.1538  4.3470
H  1.8493  -0.4469  4.2897
H  3.9889  0.6101  3.3493
H  3.1752  2.1876  3.5386
H  2.4072  -1.1066  -0.5658
H  3.6589  0.7420  1.2051
H  4.5673  -0.9594  -0.5658
H  4.5667  0.4912  -1.6115
H  5.8716  0.2657  1.1365
H  6.7472  0.0519  -0.3617
H  6.0518  1.6381  0.0229
B  -5.2962  -2.4029  -2.8578
O  -5.3680  -2.1288  -1.4100
C  -4.6260  -1.0653  -1.1272
O  -4.4614  -0.5733  -0.0512
C  -3.9935  -0.5698  -2.4377
O  -3.2571  0.3702  -2.5536
O  -4.4045  -1.3630  -3.4144
O  -4.7823  -3.7614  -3.1325
C  -5.6817  -4.4432  -3.8247
O  -5.5739  -5.5739  -4.2052
C  -6.8945  -3.5253  -4.0558
O  -7.8949  -3.8163  -4.6469
O  -6.6350  -2.3586  -3.4855